# 1
DFT (ωB97M-V with the def2-TZVPD basis set) results for an isolated molecule of C11H13N2O2P.

Atoms and positions in Å:
C 0.035 2.548 1.389
C -0.383 2.768 0.158
C -0.501 1.728 -0.922
N -0.029 0.434 -0.523
C -0.794 -0.614 -0.116
P -2.594 -0.593 -0.025
C -3.016 -2.224 0.664
O -3.195 0.576 0.633
O -3.024 -0.658 -1.588
N -0.104 -1.654 0.264
C 1.208 -1.295 0.109
C 2.378 -2.009 0.357
C 3.575 -1.376 0.108
C 3.628 -0.064 -0.375
C 2.484 0.662 -0.629
C 1.273 0.031 -0.382
H 0.082 3.340 2.115
H 0.339 1.573 1.731
H -0.692 3.755 -0.157
H -1.555 1.631 -1.203
H 0.059 2.054 -1.808
H -2.599 -2.290 1.663
H -4.100 -2.311 0.715
H -2.595 -3.007 0.043
H -3.835 -0.155 -1.696
H 2.333 -3.019 0.731
H 4.502 -1.900 0.290
H 4.592 0.390 -0.551
H 2.528 1.677 -0.993

Its total charge is 0. As for the HOMO energy: -8.8 eV. As for the relative energy (zero: lowest compared OMol25 entry of this formula, charge and spin): 0.00 kJ/mol. As for the SMILES: C=CCn1c([P@@](C)(=O)O)nc2ccccc21.

---

# 2
DFT (ωB97M-V with the def2-TZVPD basis set) results for a structure of composition C30H53BrCuN4P2 at a distorted geometry.

Atoms and positions in Å:
N 3.895 1.562 9.688
C 2.565 1.455 9.681
C 1.829 1.449 8.489
C 2.521 1.462 7.258
C 3.928 1.559 7.292
C 4.569 1.629 8.539
C 1.800 1.324 6.006
Cu -0.667 0.449 -0.413
P -0.102 -4.968 -4.122
C 2.327 0.716 4.913
C 1.578 0.522 3.693
C 2.067 -0.317 2.666
C 1.363 -0.450 1.460
C 0.226 0.327 1.271
C -0.337 1.073 2.290
C 0.344 1.186 3.508
Br -1.143 -0.860 -2.321
H 0.765 1.671 6.025
H 3.343 0.303 4.942
H 0.743 1.377 8.520
H 4.515 1.576 6.372
H 2.052 1.381 10.645
H 5.658 1.742 8.588
H 3.002 -0.856 2.830
H -0.071 1.816 4.297
H 1.707 -1.133 0.691
H -1.286 1.591 2.170
P 1.133 1.244 -1.513
C -0.984 -5.136 -2.501
C -1.132 -6.621 -2.155
H -1.964 -4.647 -2.604
H -0.404 -4.597 -1.738
H -1.918 -6.757 -1.407
H -1.399 -7.211 -3.040
H -0.201 -7.026 -1.744
C 1.604 -4.554 -3.527
C 2.617 -4.897 -4.622
H 1.782 -5.148 -2.618
H 1.631 -3.484 -3.267
H 3.614 -5.013 -4.187
H 2.354 -5.835 -5.127
H 2.670 -4.107 -5.380
C -0.621 -3.286 -4.655
C -1.786 -3.291 -5.641
H 0.257 -2.760 -5.065
H -0.913 -2.769 -3.723
H -1.884 -2.294 -6.085
H -1.639 -4.015 -6.450
H -2.728 -3.522 -5.131
C 0.761 2.103 -3.108
C 1.331 3.508 -3.303
H -0.335 2.109 -3.179
H 1.114 1.437 -3.910
H 0.916 4.228 -2.585
H 2.426 3.524 -3.235
H 1.068 3.865 -4.307
C 2.338 -0.054 -2.059
C 3.713 -0.073 -1.386
H 2.455 0.048 -3.150
H 1.811 -1.007 -1.897
H 4.346 0.751 -1.740
H 3.642 -0.017 -0.294
H 4.229 -1.011 -1.631
C 2.111 2.472 -0.540
C 1.285 3.548 0.176
H 2.842 2.938 -1.215
H 2.676 1.894 0.201
H 1.749 3.783 1.143
H 1.235 4.484 -0.396
H 0.263 3.225 0.400
C -4.993 -0.215 1.059
N -4.850 0.983 0.262
C -5.983 1.880 0.338
C -3.606 1.343 -0.181
N -2.560 0.665 0.244
N -3.487 2.391 -1.040
C -4.547 2.850 -1.912
C -2.230 3.085 -1.192
H -6.063 -0.372 1.224
H -4.500 -0.117 2.038
H -4.572 -1.070 0.522
H -5.685 2.920 0.512
H -6.582 1.816 -0.578
H -6.606 1.547 1.175
H -2.844 -0.051 0.912
H -5.112 3.686 -1.472
H -4.087 3.215 -2.838
H -5.239 2.044 -2.172
H -1.457 2.524 -0.655
H -1.968 3.156 -2.254
H -2.287 4.105 -0.775

Its total charge is +2. The spin multiplicity is 2. As for the HOMO energy (alpha / beta): -12.1 / -12.1 eV. As for the relative energy (zero: lowest compared OMol25 entry of this formula, charge and spin): 0.00 kJ/mol.

---

# 3
DFT (ωB97M-V with the def2-TZVPD basis set) results for an isolated molecule of C6H4O at a distorted geometry.

Atoms and positions in Å:
C -2.349 1.049 -0.613
C 2.283 1.143 -0.580
C -1.221 0.634 -0.442
C 1.183 0.730 -0.416
C 0.097 -1.397 0.318
C 0.024 0.079 -0.013
O 0.113 -1.843 -0.976
H -3.368 0.940 -0.576
H 3.114 1.882 -0.912
H 1.052 -1.587 0.805
H -0.912 -1.565 0.719

Its total charge is 0. As for the HOMO energy (alpha / beta): -10.4 / -8.7 eV. As for the relative energy (zero: lowest compared OMol25 entry of this formula, charge and spin): 579.99 kJ/mol.

---

# 4
DFT (ωB97M-V with the def2-TZVPD basis set) results for a structure of composition C27H35O2RuSi2.

Atoms and positions in Å:
Ru 0.452 0.094 -0.207
C -3.852 2.012 -0.013
C -2.402 2.019 0.364
C -1.454 2.686 -0.403
C -0.112 2.721 -0.025
C 0.308 2.087 1.152
C -0.643 1.383 1.917
C -1.970 1.353 1.518
H -4.297 1.034 0.172
H -3.992 2.264 -1.063
H -4.395 2.746 0.586
H -1.761 3.186 -1.313
H 0.603 3.278 -0.619
H 1.322 2.209 1.510
H -0.351 0.899 2.840
H -2.695 0.809 2.113
C 2.515 0.010 2.658
Si 2.015 -1.261 1.364
C 1.022 -2.630 2.155
C 3.625 -1.858 0.627
C 4.656 -2.465 1.346
C 5.855 -2.766 0.720
C 6.041 -2.464 -0.626
C 5.021 -1.874 -1.355
C 3.812 -1.567 -0.730
Si 2.257 -0.975 -1.533
C 2.300 0.728 -2.347
C 1.459 -2.275 -2.583
H 3.171 -0.517 3.358
H 1.707 0.449 3.241
H 3.112 0.805 2.209
H 1.670 -3.116 2.891
H 0.707 -3.391 1.440
H 0.142 -2.262 2.683
H 4.533 -2.702 2.397
H 6.654 -3.236 1.279
H 6.982 -2.699 -1.105
H 5.174 -1.660 -2.407
H 2.861 0.580 -3.279
H 2.828 1.480 -1.760
H 1.323 1.105 -2.663
H 2.187 -2.619 -3.325
H 0.573 -1.906 -3.099
H 1.184 -3.142 -1.979
C -6.973 -1.598 0.561
C -5.647 -1.451 -0.132
C -4.469 -1.864 0.475
C -3.236 -1.724 -0.154
C -2.000 -2.230 0.542
C -3.192 -1.158 -1.428
C -4.367 -0.756 -2.079
C -4.347 -0.166 -3.463
C -5.574 -0.903 -1.409
C -1.889 -0.974 -2.135
O -1.655 -1.364 -3.248
O -0.990 -0.255 -1.443
H -6.875 -2.144 1.497
H -7.685 -2.129 -0.071
H -7.405 -0.620 0.783
H -4.510 -2.329 1.455
H -2.260 -2.991 1.278
H -1.490 -1.428 1.088
H -1.286 -2.672 -0.155
H -3.602 0.627 -3.553
H -5.321 0.252 -3.711
H -4.092 -0.920 -4.206
H -6.487 -0.587 -1.902

Its total charge is +1. The spin multiplicity is 5. As for the HOMO energy (alpha / beta): -11.3 / -11.4 eV. As for the relative energy (zero: lowest compared OMol25 entry of this formula, charge and spin): 9.34 kJ/mol.

---

# 5
DFT (ωB97M-V with the def2-TZVPD basis set) results for a structure of composition C33H30F6FeN5O3PS3.

Atoms and positions in Å:
Fe 1.593 0.560 -0.178
C 0.054 2.981 -2.717
C -0.740 1.917 -2.030
N -0.672 0.716 -2.468
N -1.696 -0.136 -2.104
C -1.569 -1.095 -1.280
S -0.332 -1.442 -0.111
S -2.920 -2.248 -1.170
C -3.980 -1.697 -2.525
C -4.761 -0.433 -2.285
C -4.722 0.597 -3.216
C -5.495 1.735 -3.045
C -6.306 1.865 -1.929
C -6.334 0.851 -0.982
C -5.568 -0.290 -1.161
C -1.618 2.261 -0.888
C -2.641 3.192 -0.996
C -3.509 3.429 0.057
C -3.345 2.724 1.245
C -2.301 1.834 1.389
C -1.381 1.625 0.348
O -0.307 0.886 0.581
H -0.646 3.645 -3.235
H 0.719 2.539 -3.456
H 0.629 3.582 -2.017
H -4.670 -2.534 -2.668
H -3.379 -1.603 -3.428
H -4.066 0.508 -4.073
H -5.449 2.531 -3.779
H -6.899 2.760 -1.786
H -6.950 0.952 -0.097
H -5.580 -1.073 -0.412
H -2.788 3.703 -1.941
H -4.322 4.134 -0.054
H -4.033 2.881 2.067
H -2.149 1.296 2.316
C -1.302 -2.166 6.497
C -0.296 -1.631 5.517
C 1.040 -2.011 5.579
C 1.964 -1.525 4.665
C 1.550 -0.659 3.665
C 0.226 -0.255 3.598
C -0.685 -0.741 4.519
S 2.700 -0.052 2.449
O 3.983 -0.011 3.101
O 2.118 1.188 1.951
N 2.603 -0.992 1.165
C 3.336 -2.150 1.016
C 4.117 -2.757 2.021
C 4.765 -3.940 1.742
C 4.648 -4.521 0.483
C 3.870 -3.850 -0.440
N 3.233 -2.714 -0.194
H -0.821 -2.765 7.270
H -2.039 -2.796 5.995
H -1.847 -1.356 6.987
H 1.367 -2.689 6.359
H 3.007 -1.799 4.748
H -0.071 0.423 2.810
H -1.720 -0.424 4.462
H 4.244 -2.286 2.980
H 5.370 -4.408 2.510
H 5.146 -5.446 0.227
H 3.747 -4.247 -1.446
C 3.044 -1.256 -4.624
C 2.398 -2.083 -3.723
C 1.982 -1.561 -2.509
N 2.160 -0.285 -2.161
C 2.774 0.509 -3.046
C 3.232 0.070 -4.275
H 3.389 -1.635 -5.578
H 2.211 -3.125 -3.941
H 1.483 -2.186 -1.788
H 2.904 1.538 -2.756
H 3.726 0.769 -4.935
F 3.808 1.635 -0.468
P 3.546 3.272 -0.394
F 3.153 4.824 -0.337
F 3.773 3.245 1.174
F 1.936 2.856 -0.190
F 3.273 3.283 -1.997
F 5.094 3.557 -0.661

Its total charge is -1. The spin multiplicity is 6. As for the HOMO energy (alpha / beta): -5.4 / -5.6 eV. As for the relative energy (zero: lowest compared OMol25 entry of this formula, charge and spin): 31.60 kJ/mol.

---

# 6
DFT (ωB97M-V with the def2-TZVPD basis set) results for a structure of composition C32H36ClFGe2N2ORb at a distorted geometry.

Atoms and positions in Å:
Rb 1.415 1.926 -0.549
Cl 0.360 1.079 7.546
C 0.523 1.037 5.858
C 0.947 -0.136 5.234
C 1.224 -0.195 3.875
C 0.979 0.903 3.012
O 1.143 0.907 1.734
C 0.356 2.097 3.628
C -0.140 3.267 2.941
N 0.263 3.813 1.830
C -0.243 5.036 1.560
C -0.490 5.949 2.576
C -0.814 7.253 2.266
C -1.096 7.610 0.974
C -0.761 6.751 -0.200
C -0.640 7.163 -1.524
C -0.042 6.273 -2.476
C 0.330 5.009 -1.995
N -0.019 4.549 -0.779
C -0.420 5.385 0.154
C 0.310 2.161 5.053
H 1.183 -1.060 5.814
H 1.578 -1.138 3.464
H -0.876 3.816 3.571
H -0.092 5.686 3.523
H -0.812 8.026 3.055
H -1.478 8.569 0.675
H -0.958 8.182 -1.803
H 0.050 6.591 -3.502
H 0.792 4.319 -2.691
H 0.070 3.105 5.588
C -2.817 0.223 0.954
C -3.188 -0.597 -0.256
Ge -1.840 -0.948 -1.559
C -2.011 0.118 -3.242
C -2.542 -0.660 -4.471
C -1.492 -2.823 -1.453
C -0.273 -3.299 -1.060
Ge 1.122 -2.115 -0.306
C 2.370 -2.454 -1.873
C 1.895 -1.979 -3.255
C 2.144 -2.952 1.312
C 3.447 -3.636 0.901
C -0.132 -4.725 -1.244
C -0.477 -5.501 -2.420
C 0.033 -6.811 -2.582
C 0.879 -7.417 -1.612
C 1.054 -6.755 -0.415
C 0.514 -5.499 -0.245
H -3.638 0.732 1.451
H -2.057 0.982 0.801
H -2.411 -0.367 1.788
H -3.906 -0.063 -0.871
H -3.650 -1.504 0.033
H -1.016 0.610 -3.419
H -2.795 0.800 -2.978
H -3.559 -1.073 -4.270
H -1.911 -1.545 -4.711
H -2.588 0.036 -5.295
H -2.357 -3.484 -1.422
H 2.470 -3.576 -1.901
H 3.391 -2.039 -1.614
H 2.604 -2.316 -4.033
H 1.825 -0.904 -3.364
H 0.988 -2.430 -3.630
H 1.504 -3.622 1.958
H 2.415 -2.108 1.922
H 3.324 -4.332 0.064
H 3.977 -4.130 1.728
H 4.262 -2.964 0.562
H -1.099 -5.052 -3.179
H -0.188 -7.299 -3.512
H 1.395 -8.321 -1.888
H 1.670 -7.163 0.403
H 0.415 -5.134 0.785
F -0.395 0.165 -0.995

Its total charge is -1. As for the HOMO energy: -2.1 eV.

---

# 7
DFT (ωB97M-V with the def2-TZVPD basis set) results for a structure of composition C20H16ClF2NO5Re.

Atoms and positions in Å:
Re 0.013 -0.457 0.376
O -1.325 2.812 1.784
C -1.294 2.058 0.858
O -0.158 1.494 0.402
C -2.533 1.659 0.054
C -2.139 1.319 -1.388
C -3.358 1.268 -2.304
C -4.025 -0.059 -1.870
C -3.078 -0.521 -0.768
O -1.784 -0.080 -1.257
C -3.241 0.340 0.499
C -2.711 -0.448 1.714
O -3.503 -0.828 2.540
O -1.450 -0.805 1.713
H -3.230 2.492 0.120
H -1.283 1.874 -1.763
H -3.046 1.232 -3.347
H -3.998 2.139 -2.172
H -4.055 -0.780 -2.685
H -5.037 0.070 -1.492
H -3.049 -1.592 -0.585
H -4.290 0.533 0.711
F 2.235 -1.526 5.184
C 2.415 -1.134 3.913
C 1.320 -1.020 3.078
C 1.518 -0.628 1.760
C 2.822 -0.332 1.299
C 3.879 -0.445 2.196
F 5.142 -0.161 1.811
C 3.704 -0.849 3.503
C 2.927 0.036 -0.116
C 4.098 0.372 -0.797
C 4.043 0.683 -2.140
C 2.822 0.665 -2.799
C 1.699 0.339 -2.071
N 1.740 0.021 -0.773
H 0.327 -1.236 3.448
H 4.543 -0.934 4.176
H 5.036 0.388 -0.270
H 4.948 0.945 -2.671
H 2.739 0.908 -3.848
H 0.714 0.317 -2.522
Cl 0.611 -3.346 0.252
C -0.101 -2.154 -0.873
H -1.106 -2.499 -1.100
H 0.497 -2.131 -1.782

Its total charge is 0. The spin multiplicity is 2. As for the HOMO energy (alpha / beta): -8.2 / -7.9 eV. As for the relative energy (zero: lowest compared OMol25 entry of this formula, charge and spin): 0.00 kJ/mol.

---

# 8
DFT (ωB97M-V with the def2-TZVPD basis set) results for a cluster of 2 separate species, C3H8N2 in total at a distorted geometry.

Atoms and positions in Å:
H -1.298 -1.871 -2.596
N -1.653 -1.515 -1.713
C -1.613 -0.247 -1.789
N -2.368 0.628 -1.042
H -0.904 0.343 -2.384
H -2.902 0.229 -0.277
H -1.957 1.531 -0.888
C 1.753 0.318 1.278
C 2.498 -0.010 2.321
H 1.685 1.276 0.776
H 1.037 -0.390 0.866
H 2.944 0.750 2.955
H 2.779 -1.042 2.494

Its total charge is 0. As for the HOMO energy: -9.4 eV. As for the relative energy (zero: lowest compared OMol25 entry of this formula, charge and spin): 246.24 kJ/mol. As for the SMILES: [H]/N=C/N.C=C.

---

# 9
DFT (ωB97M-V with the def2-TZVPD basis set) results for a cluster of 2 separate species, C6H14Cl2OSi in total at a distorted geometry.

Atoms and positions in Å:
C 2.087 -2.097 -0.221
C 2.669 0.663 -1.379
C 1.958 0.628 1.635
C -3.707 0.210 1.024
C -3.731 1.190 -0.076
C -0.199 0.221 -0.381
O -0.972 -0.401 -1.379
Si 1.688 -0.228 0.029
Cl -4.421 -1.541 0.422
Cl -4.933 2.391 -0.051
H 3.158 -2.272 0.022
H 1.630 -2.622 0.625
H 1.984 -2.479 -1.190
H 2.925 -0.054 -2.150
H 2.046 1.434 -1.728
H 3.581 1.215 -1.077
H 1.333 1.487 1.648
H 1.558 0.084 2.539
H 3.029 0.942 1.492
H -2.614 0.010 1.370
H -4.374 0.292 1.785
H -3.385 0.958 -1.076
H -0.864 0.671 0.256
H -0.447 -0.701 -2.140

Its total charge is 0. As for the HOMO energy (alpha / beta): -8.5 / -7.5 eV. As for the relative energy (zero: lowest compared OMol25 entry of this formula, charge and spin): 12.35 kJ/mol.

---

Calculated values (g/mol) of M for the records, taken in order: 236.2; 675.2; 92.1; 548.8; 841.6; 749.8; 610.0; 72.1; 201.2.
Calculated values (eV) of calculated total energy for the records, taken in order: -27983.7973; -171174.0117; -8326.4290; -50993.6228; -140796.3220; -167720.9901; -52815.3142; -6219.2948; -41415.2257.